The following is a DFT calculation (wB97M-V/def2-TZVPD) of a structure of composition C24H32ClIrN3 at a distorted geometry.

Geometry as XYZ:
```
61
Properties=species:S:1:pos:R:3:lowdin_spin:R:1
Ir 0.000 0.000 0.000 2.22
Cl 0.878 2.032 -0.606 0.30
C 1.385 -1.186 -0.760 0.15
C 1.805 -0.926 -2.070 0.06
C 2.761 -1.748 -2.669 0.01
C 3.332 -2.829 -1.986 0.01
C 2.912 -3.064 -0.674 0.00
C 1.946 -2.258 -0.063 0.03
H 1.397 -0.083 -2.617 0.01
H 3.073 -1.533 -3.690 0.00
H 3.333 -3.899 -0.117 0.00
H 1.628 -2.491 0.947 0.00
C 4.387 -3.691 -2.636 0.00
H 4.464 -4.663 -2.140 0.00
H 5.373 -3.212 -2.583 0.00
H 4.164 -3.862 -3.695 0.00
C 3.067 6.793 -4.755 0.06
N 2.516 6.032 -3.729 0.00
H 2.654 6.663 -6.923 0.06
N 1.628 5.324 -5.535 0.00
H 3.795 7.573 -4.604 0.02
C 2.823 6.157 -2.274 0.00
C 3.865 7.256 -2.048 0.03
C 1.517 6.503 -1.544 0.01
H 3.500 8.232 -2.384 0.01
H 4.074 7.326 -0.976 0.00
H 4.805 7.031 -2.561 0.01
H 3.557 4.843 -0.710 0.00
H 4.297 4.555 -2.304 0.00
H 0.769 5.734 -1.751 0.00
C 3.363 4.804 -1.787 0.01
H 1.130 7.468 -1.888 0.01
H 1.693 6.560 -0.464 0.00
H 2.630 4.022 -1.998 0.00
C 2.501 6.342 -5.906 0.12
C -0.692 4.721 -6.034 0.07
H -0.980 5.771 -6.149 0.02
H -1.350 4.106 -6.657 0.01
C 0.772 4.516 -6.452 0.00
H 0.531 2.409 -6.919 0.01
C 0.978 4.967 -7.900 0.27
H 2.016 4.829 -8.221 0.06
H -0.815 4.438 -4.986 0.00
H 1.062 2.745 -5.246 0.00
H 0.700 6.018 -8.037 0.07
H 0.340 4.362 -8.551 0.05
C 1.170 3.041 -6.292 0.04
H 2.213 2.891 -6.591 0.02
C 1.615 5.107 -4.183 0.00
N -0.351 -0.197 2.004 0.79
C -1.078 -1.293 2.508 0.09
C -1.243 -1.441 3.891 0.08
C -1.962 -2.527 4.398 -0.01
C -2.519 -3.466 3.525 0.09
C -2.356 -3.320 2.143 -0.01
C -1.634 -2.235 1.633 0.12
H -0.813 -0.716 4.571 0.00
H -2.088 -2.640 5.467 0.00
H -3.077 -4.306 3.918 0.01
H -2.787 -4.047 1.467 0.00
H -1.510 -2.127 0.563 0.04
```

Summary:
⟨S²⟩ = 8.79
LUMO level (spin up / spin down) = 0.1584 / 0.1448 Eh
2S+1 = 6
Relative energy (zero: lowest compared OMol25 entry of this formula, charge and spin) = 0.0 kcal per mole
Highest occupied orbital energy (spin up / spin down) = 2.6 / -2.8 eV
Kohn-Sham gap (spin up / spin down) = 1.74 / 6.73 eV
Energy = -45233.7926 eV
Net charge = -2